Entry 1:
Formula: C4H7N2
Source: the Open Molecules 2025 dataset
Level of theory: ωB97M-V/def2-TZVPD

Last column: natural (NBO) charge in e.
Element x y z (Å)
N (-0.74, 2.13, 1.91)  0.241
N (-1.14, 1.60, 1.05)  0.059
C (-1.24, 0.13, 0.16)  -0.123
C (-0.20, -0.18, -0.69)  -0.338
C (1.37, 0.06, -0.38)  -0.277
C (0.91, -1.24, -0.31)  -0.312
H (-2.27, 0.23, -0.28)  0.286
H (-1.14, -0.23, 1.17)  0.239
H (-0.41, 0.00, -1.68)  0.248
H (1.39, 0.64, 0.58)  0.220
H (1.78, 0.51, -1.17)  0.248
H (1.07, -2.05, -1.04)  0.275
H (0.63, -1.60, 0.67)  0.234

SMILES: N#[N+]CC1CC1
total energy: -265.7480 hartree
total charge: +1
gap between HOMO and LUMO: 10.108 eV
relative energy (zero: lowest compared OMol25 entry of this formula, charge and spin): 100.7 kcal/mol

Entry 2:
Formula: C5H6N
Source: the Open Molecules 2025 dataset
Level of theory: ωB97M-V/def2-TZVPD

Last column: natural (NBO) charge in e.
Element x y z (Å)
C (0.71, -0.63, 1.86)  -0.360
C (1.39, -0.42, 0.70)  0.232
C (1.11, 0.36, -0.61)  -0.512
C (-0.32, 0.75, -0.22)  -0.121
C (-0.46, 0.18, 1.18)  0.292
N (-1.20, -0.44, -0.04)  -0.586
H (0.80, -0.97, 2.83)  0.292
H (1.77, 1.13, -0.80)  0.287
H (1.23, -0.25, -1.45)  0.272
H (-0.92, 1.77, -0.36)  0.307
H (-2.14, -0.33, 0.28)  0.464
H (-0.90, -1.32, -0.30)  0.435

total energy: -248.3136 hartree
total charge: +1
spin multiplicity: 3
gap between HOMO and LUMO (alpha / beta): 8.828 / 8.224 eV
relative energy (zero: lowest compared OMol25 entry of this formula, charge and spin): 91.3 kcal/mol
⟨S²⟩: 2.02

Entry 3:
Formula: C4H11NO3
Source: the Open Molecules 2025 dataset
Level of theory: ωB97M-V/def2-TZVPD

Last column: natural (NBO) charge in e.
Element x y z (Å)
C (-0.82, -0.13, -0.50)  0.215
C (1.21, 0.37, 0.22)  0.226
C (-1.68, 1.02, 0.00)  -0.691
C (2.38, -0.57, 0.10)  -0.665
N (-0.17, -0.99, 0.34)  -0.086
O (-0.70, -1.13, 1.59)  -0.532
O (-1.99, -1.36, -1.11)  -0.924
O (1.33, 1.47, -0.60)  -0.680
H (-1.33, -0.42, 1.80)  0.450
H (1.60, 1.18, -1.49)  0.476
H (-2.77, -1.61, -0.60)  0.447
H (-0.41, -0.09, -1.50)  0.228
H (1.05, 0.77, 1.22)  0.172
H (-2.06, 1.57, -0.86)  0.252
H (2.39, -1.04, -0.89)  0.215
H (3.32, -0.02, 0.22)  0.215
H (-2.54, 0.62, 0.55)  0.222
H (-1.14, 1.71, 0.64)  0.220
H (2.33, -1.35, 0.86)  0.242

total energy: -439.2849 hartree
total charge: 0
gap between HOMO and LUMO: 9.031 eV
relative energy (zero: lowest compared OMol25 entry of this formula, charge and spin): 151.3 kcal/mol

Entry 4:
Formula: C38H51Cl56N2S
Source: the Open Molecules 2025 dataset
Level of theory: ωB97M-V/def2-TZVPD

Last column: Löwdin charge in e.
Element x y z (Å)
C (3.69, -4.51, 1.34)  -0.156
C (2.95, -3.80, 0.16)  -0.258
C (3.81, -3.65, -1.16)  -0.205
C (5.37, -3.61, -0.95)  -0.183
C (5.97, -2.51, -1.94)  -0.196
C (6.57, -1.26, -1.16)  -0.205
C (5.62, -0.01, -1.26)  -0.217
C (6.17, 1.24, -0.44)  -0.196
C (4.90, 2.17, -0.20)  -0.212
C (4.26, 1.67, 1.15)  -0.210
C (2.87, 2.33, 1.50)  -0.202
C (1.97, 2.60, 0.25)  -0.213
C (0.42, 2.71, 0.58)  -0.203
C (-0.36, 1.67, -0.34)  -0.215
C (-1.86, 2.09, -0.63)  -0.182
C (-2.34, 1.64, -2.10)  -0.188
C (-3.44, 0.50, -2.04)  -0.204
C (-4.85, 1.13, -2.35)  -0.217
C (-5.89, 0.10, -2.91)  -0.178
C (-6.10, -1.12, -1.95)  -0.129
C (-7.10, -0.80, -0.77)  -0.238
C (-6.33, -0.26, 0.48)  -0.178
N (-7.13, -0.17, 1.72)  -0.049
C (-7.80, -1.44, 2.04)  -0.603
S (-6.63, -2.80, 2.52)  0.748
C (-8.67, -1.90, 0.82)  -0.162
N (-7.81, -2.08, -0.38)  0.064
H (2.96, -4.79, 2.14)  0.072
H (4.27, -5.40, 1.05)  0.056
H (4.37, -3.76, 1.83)  0.048
H (2.52, -2.81, 0.42)  0.076
H (2.08, -4.45, -0.11)  0.087
H (3.42, -2.75, -1.71)  0.096
H (3.57, -4.53, -1.81)  0.107
H (5.77, -4.61, -1.25)  0.108
H (5.69, -3.30, 0.06)  0.080
H (6.82, -2.91, -2.54)  0.100
H (5.21, -2.16, -2.68)  0.094
H (7.60, -1.05, -1.53)  0.109
H (6.68, -1.46, -0.06)  0.101
H (5.48, 0.28, -2.33)  0.113
H (4.64, -0.26, -0.78)  0.101
H (6.90, 1.76, -1.10)  0.103
H (6.59, 0.92, 0.54)  0.106
H (5.29, 3.20, -0.06)  0.113
H (4.23, 2.06, -1.08)  0.094
H (4.17, 0.56, 1.19)  0.106
H (5.00, 1.94, 1.95)  0.113
H (2.96, 3.25, 2.13)  0.117
H (2.33, 1.58, 2.14)  0.060
H (2.27, 3.58, -0.19)  0.101
H (2.07, 1.81, -0.54)  0.100
H (0.08, 3.72, 0.23)  0.080
H (0.15, 2.52, 1.64)  0.032
H (-0.28, 0.68, 0.20)  0.043
H (0.12, 1.54, -1.34)  0.084
H (-2.55, 1.72, 0.17)  0.104
H (-1.91, 3.23, -0.62)  0.064
H (-2.76, 2.53, -2.61)  0.065
H (-1.48, 1.29, -2.71)  0.105
H (-3.16, -0.30, -2.78)  0.109
H (-3.38, 0.07, -1.02)  0.066
H (-4.71, 1.92, -3.12)  0.103
H (-5.19, 1.64, -1.42)  0.061
H (-5.55, -0.29, -3.89)  0.125
H (-6.86, 0.64, -3.07)  0.064
H (-5.12, -1.47, -1.54)  0.074
H (-6.53, -1.96, -2.55)  0.123
H (-7.88, -0.09, -1.15)  0.095
H (-5.42, -0.88, 0.61)  0.066
H (-6.00, 0.78, 0.24)  0.106
H (-7.84, 0.54, 1.57)  0.095
H (-8.48, -1.25, 2.90)  0.119
H (-5.39, -2.21, 2.65)  -0.116
H (-9.42, -1.11, 0.60)  0.063
H (-9.21, -2.84, 1.08)  0.144
H (-8.41, -2.39, -1.15)  0.154
H (-7.14, -2.85, -0.23)  0.158
C (-11.07, 0.38, -2.03)  -2.002
Cl (-12.63, 1.04, -2.53)  0.578
Cl (-11.12, -1.39, -2.10)  0.542
Cl (-9.80, 0.97, -3.12)  0.539
Cl (-10.71, 0.90, -0.37)  0.530
C (6.18, -5.97, 4.11)  -2.022
Cl (6.77, -5.43, 2.53)  0.520
Cl (5.29, -4.65, 4.89)  0.523
Cl (5.11, -7.37, 3.89)  0.522
Cl (7.56, -6.43, 5.13)  0.515
C (-1.62, -3.02, -0.14)  -1.999
Cl (-3.27, -2.52, 0.28)  0.535
Cl (-1.33, -4.64, 0.52)  0.511
Cl (-1.45, -3.07, -1.91)  0.544
Cl (-0.45, -1.88, 0.54)  0.573
C (-0.09, 1.94, 5.34)  -2.010
Cl (0.13, 1.20, 3.74)  0.563
Cl (0.21, 3.69, 5.22)  0.527
Cl (-1.75, 1.66, 5.89)  0.481
Cl (1.05, 1.22, 6.48)  0.542
C (-0.45, 5.79, -2.70)  -1.990
Cl (-2.14, 5.39, -2.39)  0.527
Cl (0.17, 6.78, -1.37)  0.516
Cl (0.49, 4.29, -2.80)  0.575
Cl (-0.29, 6.67, -4.22)  0.492
C (2.91, 8.78, -3.38)  -1.997
Cl (4.10, 9.80, -4.20)  0.537
Cl (3.34, 8.63, -1.66)  0.527
Cl (1.30, 9.52, -3.52)  0.466
Cl (2.90, 7.18, -4.13)  0.475
C (6.25, 4.80, -5.98)  -2.038
Cl (5.70, 6.41, -5.48)  0.489
Cl (7.83, 4.93, -6.76)  0.525
Cl (6.38, 3.76, -4.55)  0.506
Cl (5.08, 4.11, -7.11)  0.516
C (-4.93, 4.59, 6.21)  -2.040
Cl (-5.52, 6.17, 6.75)  0.530
Cl (-3.34, 4.77, 5.46)  0.494
Cl (-4.80, 3.50, 7.61)  0.517
Cl (-6.07, 3.90, 5.03)  0.500
C (10.67, -6.92, 1.86)  -2.028
Cl (10.39, -5.55, 0.76)  0.512
Cl (9.28, -8.02, 1.79)  0.506
Cl (12.13, -7.79, 1.36)  0.490
Cl (10.87, -6.32, 3.52)  0.510
C (16.07, -7.33, 0.24)  -2.034
Cl (16.63, -6.87, -1.38)  0.521
Cl (17.47, -7.68, 1.27)  0.523
Cl (15.14, -6.00, 0.94)  0.504
Cl (15.06, -8.78, 0.12)  0.497
C (-7.40, 4.11, -1.40)  -1.997
Cl (-5.73, 4.39, -0.87)  0.548
Cl (-7.42, 3.77, -3.14)  0.544
Cl (-8.08, 2.73, -0.52)  0.509
Cl (-8.38, 5.55, -1.07)  0.563
C (-4.80, -2.21, 6.39)  -2.036
Cl (-3.68, -1.17, 5.49)  0.493
Cl (-4.29, -2.30, 8.08)  0.542
Cl (-6.43, -1.53, 6.30)  0.509
Cl (-4.79, -3.84, 5.68)  0.511
C (-1.94, -8.67, -0.28)  -2.036
Cl (-2.31, -7.43, -1.50)  0.496
Cl (-3.27, -9.84, -0.20)  0.525
Cl (-0.44, -9.50, -0.73)  0.532
Cl (-1.73, -7.89, 1.30)  0.497
C (-3.15, 9.37, -2.30)  -2.008
Cl (-3.67, 11.00, -1.83)  0.535
Cl (-1.56, 9.47, -3.09)  0.457
Cl (-3.04, 8.36, -0.85)  0.500
Cl (-4.32, 8.67, -3.43)  0.518

total energy: -27756.4985 hartree
total charge: +1
gap between HOMO and LUMO: 8.559 eV

Entry 5:
Formula: C7H10
Source: the Open Molecules 2025 dataset
Level of theory: ωB97M-V/def2-TZVPD

Last column: natural (NBO) charge in e.
Element x y z (Å)
C (1.71, -0.06, 0.69)  -0.185
C (1.16, 1.11, 0.38)  -0.193
C (-0.04, 0.96, -0.52)  -0.254
C (-1.40, 0.92, 0.23)  -0.394
C (-1.48, -0.61, -0.01)  -0.401
C (-0.13, -0.58, -0.77)  -0.208
C (1.08, -1.22, -0.05)  -0.440
H (2.56, -0.20, 1.36)  0.208
H (1.51, 2.07, 0.74)  0.210
H (-0.01, 1.62, -1.39)  0.210
H (-2.20, 1.49, -0.25)  0.204
H (-1.34, 1.22, 1.28)  0.205
H (-1.46, -1.22, 0.90)  0.201
H (-2.33, -0.93, -0.62)  0.207
H (-0.20, -0.88, -1.82)  0.210
H (0.77, -2.04, 0.61)  0.209
H (1.80, -1.65, -0.76)  0.210

SMILES: C1=C[C@@H]2CC[C@@H]2C1
total energy: -272.6799 hartree
total charge: 0
gap between HOMO and LUMO: 10.243 eV
relative energy (zero: lowest compared OMol25 entry of this formula, charge and spin): 23.9 kcal/mol